Entry 1:
Formula: H33O17
Source: the OMol25 dataset
Level of theory: ωB97M-V with the def2-TZVPD basis set

The energy above the lowest of the compared OMol25 structures with the same formula, charge and spin comes out at 0.545 eV. The frontier orbital gap is 9.4 eV. Its charge is -1. For the total energy, the calculation gives -35346.893 eV. The highest occupied orbital energy is -6.7 eV.

Geometry as XYZ:
```
50
H33O17 (ωB97M-V with the def2-TZVPD basis set)
O -4.21 1.24 -1.69
H -3.48 1.35 -1.04
H -4.96 1.49 -1.10
O 0.34 1.77 0.45
H 1.02 2.02 -0.17
H -0.33 2.36 0.15
O 0.41 -3.11 -2.14
H 0.82 -3.93 -2.30
H -0.27 -3.44 -1.40
O -2.29 -1.27 -0.68
H -3.17 -1.61 -0.77
H -1.12 -0.09 -1.57
O -0.77 -0.15 -2.47
H -0.71 -1.08 -2.70
O 1.98 -0.95 3.33
H 2.12 -0.01 2.91
H 1.71 -0.80 4.25
O -3.48 2.24 1.07
H -2.81 2.89 0.80
H -2.89 1.44 1.22
O -1.89 2.21 -2.77
H -2.76 1.81 -2.65
H -1.18 1.54 -2.99
O 2.36 0.84 -1.25
H 1.61 0.18 -1.32
H 3.01 0.44 -0.55
O 3.75 -1.84 1.46
H 3.38 -1.87 2.34
H 3.02 -1.79 0.87
O -1.23 3.58 -0.66
H -1.49 3.19 -1.56
H -1.03 4.46 -0.81
O -1.54 -3.49 -0.70
H -1.24 -3.54 0.20
H -1.79 -2.30 -0.61
O 2.37 1.63 2.51
H 2.61 1.42 1.66
H 1.48 1.87 2.26
O -0.03 -1.99 1.67
H -0.46 -1.02 1.72
H 0.68 -1.90 2.36
O 4.22 0.77 0.68
H 4.74 1.26 0.02
H 4.70 -0.03 0.85
O 1.71 -1.62 -0.35
H 1.37 -2.18 -1.15
H 0.97 -1.80 0.24
O -1.83 0.11 1.27
H -1.28 0.41 0.56
H -2.14 -0.68 0.55
```

---

Entry 2:
Formula: C4H5NO
Source: the OMol25 dataset
Level of theory: ωB97M-V with the def2-TZVPD basis set

The energy above the lowest of the compared OMol25 structures with the same formula, charge and spin comes out at 2.664 eV. The frontier orbital gap is 10.4 eV. Its charge is 0. For the total energy, the calculation gives -7763.862 eV. The highest occupied orbital energy is -9.8 eV.

Geometry as XYZ:
```
11
C4H5NO (ωB97M-V with the def2-TZVPD basis set)
C -2.09 -0.11 0.22
C -1.07 0.67 -0.43
C 0.11 0.86 -0.64
C 1.07 -0.14 -0.07
O 0.71 -1.17 0.49
N 2.36 0.19 -0.22
H -2.72 -0.70 -0.47
H -2.70 0.49 0.90
H -1.29 -0.71 0.72
H 3.05 -0.44 0.15
H 2.57 1.07 -0.66
```

---

Entry 3:
Formula: C9H14
Source: the OMol25 dataset
Level of theory: ωB97M-V with the def2-TZVPD basis set

The energy above the lowest of the compared OMol25 structures with the same formula, charge and spin comes out at 1.061 eV. The frontier orbital gap (alpha / beta) is 9.4 / 5.8 eV. Its charge is +1. Its spin multiplicity is 2. For the total energy, the calculation gives -9550.380 eV. The highest occupied orbital energy (alpha / beta) is -14.0 / -14.0 eV.

Geometry as XYZ:
```
23
C9H14 (ωB97M-V with the def2-TZVPD basis set)
C -0.95 -2.64 -1.73
C -0.88 -3.62 -0.60
H 0.08 -2.44 -2.04
H -1.71 -2.79 -2.49
H -1.09 -1.61 -1.34
H -1.82 -3.81 -0.09
H -0.14 -3.35 0.16
H -0.57 -4.60 -0.98
C -1.33 0.73 -0.15
C 1.86 1.27 1.78
C 0.96 0.59 0.98
C 1.99 2.65 1.52
C -0.07 1.32 0.30
C 1.23 3.32 0.53
C 0.22 2.63 -0.11
H 2.48 0.73 2.48
H 1.09 -0.48 0.90
H 2.73 3.13 2.14
H 1.41 4.38 0.37
H -1.28 -0.36 0.02
H -1.60 0.73 -1.19
H -0.32 3.21 -0.83
H -2.27 1.00 0.35
```

---

Entry 4:
Formula: C3H7N3OS
Source: the OMol25 dataset
Level of theory: ωB97M-V with the def2-TZVPD basis set

The energy above the lowest of the compared OMol25 structures with the same formula, charge and spin comes out at 3.275 eV. The frontier orbital gap is 9.6 eV. Its charge is 0. For the total energy, the calculation gives -20574.909 eV. The highest occupied orbital energy is -8.9 eV.

Geometry as XYZ:
```
15
C3H7N3OS (ωB97M-V with the def2-TZVPD basis set)
C -3.01 0.21 0.07
C -1.89 -0.82 -0.12
C 1.73 0.52 0.08
H -3.94 -0.38 0.14
H -3.12 0.87 -0.84
H -2.85 0.86 1.00
H -2.27 -1.84 -0.24
H 2.35 2.28 -0.33
H 1.56 -1.50 -0.10
H 3.90 -0.10 0.02
N -0.65 -0.62 -0.03
N 2.67 1.37 -0.14
N 2.12 -0.80 0.35
O 3.43 -0.99 -0.02
S -0.03 0.94 0.17
```